The following is a DFT calculation (ωB97M-V/def2-TZVPD) of C43H31Br2ClF2LuN5O2S as an isolated structure.

Last column: Löwdin charge in e.
CARTESIAN COORDINATES (ANGSTROEM)
Lu  0.42  0.87  -0.37  1.660
Br  5.59  1.26  -0.53  0.782
Br  5.60  -0.80  4.71  0.769
Cl  1.62  3.34  0.76  0.757
S  -0.21  -1.77  -2.36  1.082
F  -3.30  -1.69  0.30  0.036
F  -4.83  1.15  3.65  0.042
O  0.35  -1.27  -1.03  -0.609
O  2.57  0.57  -0.34  -0.336
N  1.27  2.40  -2.29  -0.001
N  1.24  -0.54  1.68  0.049
N  2.42  4.50  -3.69  0.136
N  -1.50  1.02  -1.93  -0.013
N  4.45  3.38  -3.68  0.138
C  0.21  -6.27  -2.44  -0.068
C  -0.01  -3.54  -2.34  -0.364
C  5.29  0.19  2.09  -0.175
C  -0.93  -5.66  -2.93  -0.068
C  -3.16  -0.54  -3.58  -0.095
C  -3.93  2.15  1.76  0.004
C  1.14  -4.13  -1.84  -0.053
C  -1.03  2.89  0.77  -0.364
C  0.79  -1.61  -4.91  -0.076
C  1.08  -1.43  -3.57  -0.355
C  3.13  3.43  -3.33  -0.356
C  -2.15  0.26  -4.14  -0.114
C  1.77  -1.35  -5.85  -0.066
C  3.03  -0.91  -5.44  -0.065
C  -1.58  5.30  -0.62  -0.098
C  3.30  -0.73  -4.09  -0.063
C  3.24  0.29  0.74  -0.419
C  -2.29  3.12  0.18  -0.172
C  -3.33  -0.54  -2.23  -0.029
C  -3.37  2.07  0.34  -0.189
C  -3.01  0.63  -0.08  -0.128
C  -0.70  1.71  1.55  -0.227
C  -0.30  5.05  -0.17  -0.141
C  4.60  0.51  0.90  -0.581
C  -2.55  4.30  -0.49  -0.033
C  1.14  -1.48  3.86  -0.029
C  1.13  4.50  -3.34  -0.099
C  2.47  -1.26  4.06  -0.024
C  -1.05  -4.28  -2.87  -0.073
C  -0.05  3.84  0.45  -0.590
C  2.32  -0.99  -3.14  -0.076
C  -2.58  0.35  -1.39  -0.259
C  2.57  -0.32  1.86  -0.141
C  0.55  -1.10  2.64  -0.110
C  3.24  -0.66  3.05  -0.182
C  -4.30  1.05  2.41  -0.313
C  0.54  3.47  -2.65  -0.166
C  -4.14  -0.29  1.93  0.020
C  1.24  -5.51  -1.89  -0.061
C  4.63  -0.38  3.13  -0.630
C  2.54  2.38  -2.61  -0.089
C  -3.53  -0.42  0.73  -0.280
C  -1.35  0.97  -3.29  -0.197
H  -1.56  1.21  1.97  0.041
H  -3.81  -1.13  -4.21  0.107
H  -4.18  2.40  -0.35  0.139
H  -0.51  -1.23  2.46  0.122
H  2.51  -0.83  -2.08  0.089
H  -0.50  3.49  -2.37  0.096
H  -3.54  4.46  -0.90  0.115
H  6.35  0.39  2.16  0.094
H  4.86  4.24  -4.01  0.098
H  1.56  -1.49  -6.90  0.109
H  -1.95  -3.78  -3.22  0.111
H  0.55  5.37  -3.62  0.115
H  -1.74  -6.26  -3.34  0.109
H  -0.51  1.51  -3.69  0.086
H  -1.97  0.31  -5.21  0.101
H  3.79  -0.70  -6.18  0.107
H  0.52  -1.94  4.63  0.110
H  -1.81  6.24  -1.10  0.102
H  0.03  1.92  2.32  0.037
H  -0.20  -1.94  -5.22  0.115
H  4.27  -0.38  -3.77  0.108
H  -4.03  3.12  2.22  0.124
H  0.30  -7.35  -2.48  0.107
H  1.94  -3.53  -1.42  0.121
H  5.06  2.76  -3.18  0.056
H  2.13  -6.00  -1.50  0.110
H  3.13  1.53  -2.28  0.058
H  2.94  -1.54  5.00  0.081
H  -4.14  -1.10  -1.78  0.118
H  0.51  5.76  -0.32  0.110
H  -4.41  -1.15  2.52  0.111

As for the energy relative to the best compared isomer or geometry (same formula, charge and spin): 117.9 kJ/mol. The frontier orbital gap is 5.586 eV.